Formula: C7H10N2O2
Source: the OMol25 dataset
Level of theory: the ωB97M-V functional and the def2-TZVPD basis

XYZ file:
```
21
Properties=species:S:1:pos:R:3:nbo_charge:R:1
C 2.203 -1.447 -0.097 -0.65
C 1.731 0.007 -0.091 0.17
C 2.285 1.209 0.247 -0.36
C 1.226 2.137 -0.006 -0.01
C -0.746 -0.795 -0.493 -0.21
C -1.871 -0.682 0.570 -0.53
C -2.974 0.285 0.090 0.77
H 3.254 -1.591 0.453 0.24
H 1.499 -2.212 0.473 0.22
H 2.226 -1.771 -1.131 0.23
H 3.326 1.385 0.666 0.25
H 1.163 3.273 0.042 0.23
H -1.151 -0.785 -1.504 0.23
H -0.323 -1.769 -0.375 0.22
H -2.310 -1.708 0.645 0.25
H -1.503 -0.472 1.580 0.24
H -1.716 1.757 -0.053 0.51
N 0.123 1.529 -0.342 -0.33
N 0.391 0.179 -0.379 -0.19
O -2.739 1.613 -0.119 -0.69
O -4.094 -0.142 -0.174 -0.58
```

- SMILES: Cc1ccnn1CCC(=O)O
- Net charge: 0
- Orbital gap: 10.35 eV

---

Formula: C7H10N2O2
Source: the OMol25 dataset
Level of theory: the ωB97M-V functional and the def2-TZVPD basis

XYZ file:
```
21
Properties=species:S:1:pos:R:3:nbo_charge:R:1
C 0.994 1.813 0.665 -0.63
C 1.033 1.034 -0.614 -0.14
C -0.009 -1.183 -0.570 0.14
C -1.116 -1.521 0.405 -0.43
C -2.195 -0.456 0.211 -0.51
C -1.392 0.716 -0.387 0.71
C 2.045 -0.062 -0.322 0.69
H 0.527 1.139 1.437 0.20
H 0.356 2.707 0.739 0.25
H 2.054 1.904 0.957 0.25
H 1.238 1.600 -1.538 0.24
H -0.179 -1.779 -1.530 0.16
H -0.796 -1.507 1.465 0.22
H -1.555 -2.471 0.112 0.22
H -2.903 -0.656 -0.625 0.24
H -2.719 -0.151 1.082 0.24
H 1.862 -2.032 0.159 0.41
N -0.138 0.217 -0.821 -0.46
N 1.398 -1.294 -0.297 -0.63
O -1.707 1.893 -0.511 -0.59
O 3.201 0.090 -0.018 -0.59
```

- SMILES: C[C@H]1C(=O)N[C@H]2CCC(=O)N21
- Net charge: 0
- Orbital gap: 10.33 eV

---

Formula: C7H10N2S
Source: the OMol25 dataset
Level of theory: the ωB97M-V functional and the def2-TZVPD basis

XYZ file:
```
20
Properties=species:S:1:pos:R:3:nbo_charge:R:1
C -1.471 1.392 -2.511 -0.24
C -1.893 0.529 -1.478 -0.19
C -0.180 1.930 -2.452 -0.18
C -0.948 0.130 -0.525 -0.24
C 0.621 1.725 -1.345 -0.26
C 0.301 0.779 -0.440 -0.16
C 0.949 -2.307 1.261 -0.42
N 0.548 -0.681 3.067 -0.67
N 0.404 -1.088 1.724 -0.28
S 1.495 0.310 0.817 0.23
H -2.267 1.577 -3.133 0.21
H -2.786 0.099 -1.394 0.20
H 0.201 2.628 -3.328 0.22
H -1.306 -0.648 0.276 0.24
H 1.539 2.201 -1.180 0.21
H 2.014 -2.364 1.334 0.18
H 0.633 -3.069 2.117 0.20
H 0.600 -2.455 0.327 0.22
H 1.349 -0.916 3.604 0.34
H 0.196 0.228 3.259 0.38
```

- SMILES: CN(N)Sc1ccccc1
- Net charge: 0
- Orbital gap: 8.57 eV

---

Formula: C7H10N3
Source: the OMol25 dataset
Level of theory: the ωB97M-V functional and the def2-TZVPD basis

XYZ file:
```
20
Properties=species:S:1:pos:R:3:nbo_charge:R:1
C 0.882 -2.012 -0.267 0.29
C 2.645 -0.110 -0.161 -0.21
C 2.497 1.266 0.085 -0.03
C 1.350 -0.696 -0.144 -0.24
C 0.355 0.541 0.268 0.12
C -1.839 0.362 -1.209 -0.60
C -1.114 0.436 0.169 -0.07
N 0.240 -3.000 -0.117 -0.34
N 1.210 1.587 0.396 -0.44
N -1.549 -0.817 0.908 -0.69
H 3.597 -0.659 -0.341 0.27
H 3.129 2.134 0.119 0.24
H -1.930 1.331 -1.517 0.24
H -1.085 -0.183 -1.797 0.24
H -2.878 -0.147 -1.182 0.24
H -1.508 1.229 0.680 0.22
H 0.895 2.475 0.736 0.44
H -2.473 -1.158 0.927 0.44
H -1.364 -0.913 1.888 0.43
H -1.058 -1.666 0.560 0.47
```

- SMILES: C[C@@H]([NH3+])c1[nH]ccc1C#N
- Net charge: +1
- Orbital gap (spin up / spin down): 8.77 / 8.77 eV

---

Formula: C7H10N3
Source: the OMol25 dataset
Level of theory: the ωB97M-V functional and the def2-TZVPD basis

XYZ file:
```
20
Properties=species:S:1:pos:R:3:nbo_charge:R:1
C -0.774 1.688 -0.315 -0.12
C -2.044 1.496 0.079 -0.13
C -0.077 0.553 -0.658 0.08
C 2.939 -0.134 0.526 -0.18
C 2.165 0.877 0.705 -0.04
C 2.110 -0.827 -0.588 -0.23
C -1.621 -1.985 0.213 -0.05
N -2.490 0.140 0.240 -0.28
N -1.483 -0.713 0.160 -0.22
N 1.211 0.355 -0.318 -0.34
H -0.221 2.692 -0.362 0.26
H -2.850 2.259 0.075 0.23
H -0.407 -0.127 -1.503 0.25
H 3.831 -0.574 0.995 0.25
H 2.152 1.794 1.382 0.26
H 2.415 -0.846 -1.722 0.25
H 1.707 -1.733 -0.205 0.21
H -0.673 -2.469 0.169 0.21
H -2.556 -2.365 0.393 0.19
H -3.331 -0.083 0.733 0.41
```

- <S²>: 2.017
- Multiplicity: 3
- Net charge: +1
- Orbital gap (spin up / spin down): 6.41 / 6.37 eV

---

Formula: C7H10NO
Source: the OMol25 dataset
Level of theory: the ωB97M-V functional and the def2-TZVPD basis

XYZ file:
```
19
Properties=species:S:1:pos:R:3:nbo_charge:R:1
C 1.249 -1.447 -0.117 0.40
C 0.071 -1.267 -0.944 -0.49
C 0.107 1.321 -1.474 -0.39
C -1.316 0.991 -1.485 -0.31
C 1.537 -0.315 1.977 -0.30
C -0.585 0.326 0.917 0.37
C -0.326 0.177 -0.561 -0.18
N 1.627 -0.970 0.881 -0.25
O -1.265 -0.694 1.379 -0.61
H 0.487 -1.405 -2.007 0.29
H -0.528 -2.135 -0.735 0.29
H 0.515 1.040 -2.433 0.25
H 0.490 2.247 -1.105 0.25
H -1.997 1.346 -0.779 0.22
H -1.747 0.567 -2.324 0.24
H 2.142 0.592 2.190 0.23
H 1.301 -0.892 2.774 0.21
H -0.156 1.106 1.532 0.24
H -1.605 -0.589 2.313 0.53
```

- Net charge: +1
- Orbital gap (spin up / spin down): 7.53 / 7.52 eV

---

Formula: C7H10NO
Source: the OMol25 dataset
Level of theory: the ωB97M-V functional and the def2-TZVPD basis

XYZ file:
```
19
Properties=species:S:1:pos:R:3:nbo_charge:R:1
C 2.224 -0.555 0.294 -0.67
C 1.995 0.169 -1.096 -0.10
O 0.873 1.106 -1.130 -0.31
N -0.230 0.627 -0.513 0.00
C -0.862 -0.523 -0.941 0.05
C -2.048 -1.022 -0.247 -0.21
C -2.534 -0.274 0.914 -0.10
C -1.849 0.949 1.349 -0.21
C -0.666 1.342 0.589 0.06
H 1.601 -0.164 1.136 0.22
H 2.020 -1.652 0.141 0.23
H 3.296 -0.386 0.589 0.25
H 1.856 -0.609 -1.898 0.19
H 2.910 0.786 -1.307 0.24
H -0.435 -1.040 -1.834 0.27
H -2.494 -1.965 -0.633 0.28
H -3.422 -0.619 1.489 0.26
H -2.142 1.575 2.219 0.28
H -0.091 2.255 0.879 0.27
```

- SMILES: CCO[n+]1ccccc1
- Net charge: +1
- Orbital gap: 10.01 eV

---

Formula: C7H10NO2PS
Source: the OMol25 dataset
Level of theory: the ωB97M-V functional and the def2-TZVPD basis

XYZ file:
```
22
Properties=species:S:1:pos:R:3:nbo_charge:R:1
C 0.975 -1.645 0.918 -0.27
C 1.727 -0.688 0.293 -0.15
C -0.201 -1.278 1.533 -0.11
C 1.396 0.646 0.519 -0.28
C -0.501 0.032 1.757 -0.47
C 0.384 1.022 1.410 0.36
C -0.859 -0.260 -1.930 -0.43
N -1.228 0.903 -1.047 -0.99
O -2.506 1.800 1.081 -1.08
O 0.146 2.321 1.617 -0.64
P -2.216 0.608 0.280 1.86
S -3.196 -1.031 0.180 -0.54
H 1.214 -2.642 0.753 0.22
H 2.459 -1.012 -0.518 0.23
H -0.810 -1.939 2.081 0.23
H 2.002 1.461 -0.086 0.23
H -1.209 0.265 2.556 0.27
H -0.827 -1.133 -1.151 0.24
H -1.464 -0.437 -2.855 0.21
H 0.189 -0.162 -2.206 0.20
H -0.927 1.813 -1.135 0.41
H -0.551 2.428 2.223 0.50
```

- Net charge: 0
- Orbital gap: 8.68 eV

---

Formula: C7H10NO2PS
Source: the OMol25 dataset
Level of theory: the ωB97M-V functional and the def2-TZVPD basis

XYZ file:
```
22
Properties=species:S:1:pos:R:3:nbo_charge:R:1
C -4.083 -0.013 0.640 -0.30
C -3.983 0.048 -0.785 -0.29
C -2.833 0.333 1.127 -0.05
C -2.708 0.460 -1.083 -0.08
C 0.470 -0.238 -0.119 0.07
C 3.284 -0.754 -1.279 -1.00
C 2.905 -0.051 1.540 -0.99
N -2.061 0.682 0.096 -0.50
O -0.041 -1.336 -0.316 -0.53
O 2.240 1.711 -0.492 -1.09
P 2.333 0.275 -0.149 1.83
S -0.464 1.260 0.070 0.51
H -5.004 -0.173 1.176 0.23
H -4.796 -0.178 -1.609 0.23
H -2.439 0.477 2.060 0.21
H -2.138 0.756 -1.974 0.22
H 3.795 -1.487 -0.736 0.24
H 2.545 -1.182 -2.006 0.27
H 3.989 0.018 -1.622 0.27
H 3.037 0.809 2.088 0.26
H 2.166 -0.701 1.982 0.25
H 3.785 -0.718 1.392 0.24
```

- SMILES: CP(C)(=O)C(=O)Sn1cccc1
- Net charge: 0
- Orbital gap: 8.84 eV

---

Formula: C7H10NO2S2
Source: the OMol25 dataset
Level of theory: the ωB97M-V functional and the def2-TZVPD basis

XYZ file:
```
22
Properties=species:S:1:pos:R:3:nbo_charge:R:1
C 0.419 1.802 -2.486 -0.25
C 0.296 1.428 -1.155 -0.38
C 1.477 1.245 -3.118 -0.51
C 1.337 0.622 -0.765 0.00
C -0.951 -1.878 0.802 -0.63
C -0.426 -0.911 1.991 -0.39
C 0.433 0.335 1.593 -0.21
N 1.490 0.071 0.698 -0.71
O 2.935 -1.826 1.848 -1.04
O 3.889 -0.553 0.087 -1.03
S 2.435 0.312 -2.081 0.49
S 2.740 -1.286 0.525 1.67
H -0.373 2.377 -3.015 0.20
H -0.485 1.902 -0.605 0.21
H 1.745 1.379 -4.173 0.22
H -1.043 -2.858 1.169 0.20
H -1.980 -1.448 0.686 0.19
H -0.250 -1.839 -0.072 0.23
H -0.011 -1.515 2.837 0.20
H -1.310 -0.437 2.499 0.17
H -0.342 1.016 1.133 0.19
H 0.848 0.707 2.559 0.19
```

- Net charge: -1
- Orbital gap: 6.76 eV

---

Formula: C7H10NOP
Source: the OMol25 dataset
Level of theory: the ωB97M-V functional and the def2-TZVPD basis

XYZ file:
```
20
Properties=species:S:1:pos:R:3:nbo_charge:R:1
C -4.042 0.907 0.389 -0.19
C -3.219 0.018 0.376 -0.02
C -1.906 -1.947 0.764 -0.03
C -2.112 -0.808 0.174 -0.24
C -1.207 -0.140 -0.881 -0.42
C 0.069 -0.560 -1.345 -0.73
C 3.214 1.017 1.004 -0.44
N 1.909 1.020 0.356 -0.95
O 2.516 -1.416 -0.233 -1.04
P 1.314 -0.607 0.086 1.63
H -4.840 1.481 0.686 0.23
H -1.344 -2.874 0.721 0.20
H -1.932 -0.274 -1.796 0.24
H -1.063 0.889 -0.553 0.22
H 0.087 -1.529 -1.884 0.25
H 0.569 0.021 -2.091 0.26
H 3.125 0.853 2.108 0.18
H 3.744 0.138 0.675 0.24
H 3.714 1.936 0.666 0.20
H 1.405 1.877 0.778 0.40
```

- Net charge: 0
- Orbital gap (spin up / spin down): 8.19 / 7.46 eV

---

Formula: C7H10NOP
Source: the OMol25 dataset
Level of theory: the ωB97M-V functional and the def2-TZVPD basis

XYZ file:
```
20
Properties=species:S:1:pos:R:3:nbo_charge:R:1
C 1.055 -1.715 1.002 -0.24
C 0.472 -0.377 1.282 -0.27
C 1.427 -2.048 -0.236 -0.16
C 0.845 0.658 0.551 0.31
C 1.442 -1.000 -1.281 -0.44
C 1.612 0.453 -0.646 -0.46
C -3.232 1.248 0.017 -0.43
N -1.860 1.276 0.228 -0.91
O 0.520 1.952 0.865 -0.78
P -1.024 2.450 0.869 1.28
H 1.111 -2.509 1.668 0.21
H -0.137 -0.174 2.234 0.22
H 1.779 -2.949 -0.537 0.20
H 2.202 -1.242 -2.104 0.22
H 0.472 -1.314 -1.747 0.22
H 1.436 1.351 -1.388 0.24
H 2.785 0.502 -0.546 0.22
H -3.280 0.899 -0.964 0.21
H -3.799 0.490 0.503 0.20
H -3.827 2.048 0.230 0.17
```

- SMILES: C/N=P/OC1=CC=CCC1
- Net charge: 0
- Orbital gap: 8.31 eV